The following is a DFT calculation (ωB97M-V with the def2-TZVPD basis set) of 2 unconnected molecules or ions with the total composition HN3O4S.

CARTESIAN COORDINATES (ANGSTROEM)
N -4.066 -0.962 -0.802
N -3.022 -1.251 -0.758
N 1.393 -1.723 -0.423
O 1.389 -2.845 -0.808
O 2.292 -0.989 -0.335
O -0.154 -1.578 1.773
O -0.814 0.255 0.239
S -0.420 -1.376 0.417
H -0.867 0.930 0.976

As for the LUMO energy: -0.199 eV. As for the spin multiplicity: 1. Its HOMO-LUMO gap is 0.35752 Eh.